Record 1
A cluster of 3 separate species, C26H51F6N9O5P2 in total at a distorted geometry. Source: OMol25; level of theory: ωB97M-V/def2-TZVPD.

Atoms and positions in Å:
N -0.03744 3.71374 -0.66561
C -1.07172 3.84967 -1.27531
C -2.44231 4.10491 -2.05205
C -2.91324 5.64069 -1.79791
C -3.26961 6.43656 -3.15797
C -2.17634 7.61330 -3.41375
C -2.20131 7.99726 -4.98155
C -1.09123 7.09673 -5.73997
N -1.70691 5.98085 -6.57352
C -3.64248 3.10658 -1.64923
C -4.83501 3.12585 -2.75283
N -5.78197 3.23926 -3.50936
C -3.19216 1.61744 -1.25805
O -3.71710 1.11046 -0.21083
C -2.14801 0.68981 -2.05064
F -1.43385 1.38254 -3.10481
F -1.12126 0.33238 -1.08702
C -2.81732 -0.60452 -2.75261
F -3.06433 -0.22043 -4.12966
F -4.06553 -1.00131 -2.19421
C -1.86956 -1.90274 -2.80907
F -1.86095 -2.57668 -1.53629
F -2.51293 -2.83380 -3.72450
C -0.38236 -1.64523 -3.35577
O 0.56799 -1.82111 -2.51840
O -0.03488 -1.23265 -4.66726
H -2.25080 4.02263 -3.19645
H -3.83989 5.67984 -1.12453
H -2.01469 6.16426 -1.28827
H -3.39971 5.77548 -4.08477
H -4.28268 6.98193 -2.98750
H -2.50215 8.53856 -2.79138
H -1.11916 7.32946 -3.04652
H -3.25963 7.79862 -5.38953
H -1.94274 9.11164 -5.15688
H -0.51538 7.77764 -6.47747
H -0.35427 6.67733 -4.95487
H -2.62412 6.30731 -6.92486
H -1.10206 5.85593 -7.41265
H -4.12855 3.55674 -0.69385
H 0.91916 -1.51751 -4.75421
C 3.22093 -7.56757 1.61276
N 2.33715 -6.45643 1.93725
C 2.42046 -6.23302 3.38477
P 2.35764 -4.98596 1.05144
O 3.89190 -4.85301 1.11099
N 2.29393 -5.24964 -0.63925
C 2.12869 -6.52603 -1.30074
C 3.13950 -4.38494 -1.46046
N 0.59071 -5.09759 1.00015
C -0.26871 -6.22407 1.31274
C -0.10888 -4.03173 0.29532
H 2.79507 -8.49699 2.00662
H 4.22608 -7.44258 2.03079
H 3.33877 -7.72108 0.54458
H 1.71227 -5.45808 3.69705
H 3.42328 -5.90733 3.68453
H 2.16333 -7.14276 3.93690
H 3.09291 -7.02196 -1.47349
H 1.64687 -6.38781 -2.27442
H 1.48674 -7.20924 -0.74745
H 4.17151 -4.75161 -1.49633
H 3.15177 -3.36686 -1.06271
H 2.76060 -4.31846 -2.48525
H -0.10483 -7.07333 0.64737
H -1.32743 -5.95781 1.23059
H -0.14256 -6.55630 2.34709
H -0.40229 -4.34724 -0.71142
H 0.52353 -3.14477 0.20155
H -1.00436 -3.71770 0.84145
C -1.02109 1.44879 4.45416
N -0.09520 1.14039 3.37335
C -0.76925 1.45677 2.10874
P 1.53643 1.67404 3.38991
O 1.17525 3.12701 3.75415
N 2.31761 1.33673 4.87619
C 1.76101 0.59378 5.98630
C 3.20940 2.37594 5.38796
N 1.99183 0.02585 2.92541
C 1.19497 -1.18595 2.94378
C 3.41568 -0.23816 2.76196
H -1.83966 0.72055 4.44967
H -1.45049 2.45329 4.36753
H -0.56630 1.38227 5.43768
H -0.14593 1.16741 1.25617
H -0.97578 2.52978 2.02038
H -1.71116 0.90554 2.01828
H 1.20177 1.24472 6.67119
H 2.56149 0.11619 6.56105
H 1.10353 -0.21328 5.66787
H 2.65218 3.15544 5.91940
H 3.76168 2.84718 4.57074
H 3.95445 1.95682 6.07165
H 0.87206 -1.46128 3.94922
H 1.75094 -2.04168 2.54595
H 0.31418 -1.10108 2.30062
H 3.82953 -0.74029 3.64366
H 3.97087 0.69123 2.60930
H 3.60435 -0.86019 1.88113

Results
E: -3171.75665 a.u.
E_HOMO: -7.68 eV
Molar mass: 745.69 Da
Charge: 0
SMILES: N#C[C@H](CCCCCN)[C@@H](C#N)C(=O)C(F)(F)C(F)(F)C(F)(F)C(=O)O.CN(C)P(=O)(N(C)C)N(C)C.CN(C)P(=O)(N(C)C)N(C)C
HOMO-LUMO gap: 6.237 eV
LUMO: -1.44 eV

***

Record 2
A cluster of 6 separate species, C26H51FN3O6S in total. Source: OMol25; level of theory: ωB97M-V/def2-TZVPD.

Atoms and positions in Å:
O 4.94060 -1.53976 2.64120
C 4.72286 -0.45616 3.03686
F 5.22940 0.63839 2.41247
C 3.87726 -0.07043 4.22017
C 2.50993 0.54640 3.82203
C 2.08608 0.10078 2.40828
N 0.63105 0.35362 2.15762
C -0.03246 -0.29207 3.18972
N -0.61553 -1.41207 2.90146
S -1.53131 -2.36539 4.00877
N 0.03318 0.15924 4.49364
C 1.47283 0.20320 4.92031
H 3.73039 -0.98332 4.79804
H 4.42977 0.63424 4.84308
H 2.63749 1.63201 3.80891
H 2.63234 0.66158 1.65237
H 2.27350 -0.96231 2.24014
H 0.48094 1.35372 2.30222
H -0.58863 -1.67889 1.91965
H -0.78473 -3.46494 3.83013
H -0.41362 1.06504 4.60099
H 1.70052 -0.75469 5.39011
H 1.51472 0.95539 5.70561
C 0.09487 0.30689 -2.34366
C -1.34552 -0.10749 -2.04133
C -1.52105 0.41572 -0.62129
O -0.69902 1.57183 -0.50004
C 0.18396 1.64397 -1.62318
H 0.32005 0.37881 -3.40537
H 0.78902 -0.40753 -1.89210
H -2.03266 0.39202 -2.72350
H -1.51515 -1.18008 -2.12312
H -1.17838 -0.32464 0.11970
H -2.55284 0.68266 -0.38842
H -0.13937 2.46627 -2.26828
H 1.18904 1.86415 -1.25692
C -4.50718 0.82578 -6.51942
C -4.11572 -0.62722 -6.78425
C -2.70239 -0.67162 -6.21837
O -2.67897 0.25793 -5.13335
C -3.85769 1.07488 -5.16595
H -5.58329 0.99371 -6.49781
H -4.07154 1.47605 -7.28078
H -4.76698 -1.30208 -6.22557
H -4.15427 -0.90637 -7.83610
H -1.96520 -0.36722 -6.96883
H -2.42323 -1.65665 -5.84094
H -4.52745 0.77487 -4.35505
H -3.56372 2.11490 -5.01531
C 4.38719 4.66203 -0.09946
C 2.94887 4.59600 -0.61190
C 2.21269 4.07975 0.61641
O 2.92297 4.56707 1.75243
C 4.18066 5.11699 1.33937
H 5.02122 5.34103 -0.66633
H 4.84358 3.66990 -0.12294
H 2.59201 5.59395 -0.87155
H 2.82243 3.95286 -1.48161
H 2.21777 2.97961 0.64491
H 1.17606 4.41554 0.67066
H 4.13149 6.20744 1.40919
H 4.95600 4.76243 2.01868
C 6.79899 -3.89790 4.95443
C 6.69751 -5.42090 5.02625
C 5.82897 -5.61257 6.26322
O 4.95528 -4.47872 6.31439
C 5.40228 -3.48456 5.39809
H 7.05335 -3.51948 3.96557
H 7.54534 -3.53576 5.66408
H 6.18984 -5.80766 4.14033
H 7.66185 -5.91856 5.11077
H 6.43445 -5.63703 7.17427
H 5.22219 -6.51733 6.22784
H 4.71754 -3.45006 4.54230
H 5.38446 -2.51256 5.89961
C -8.85596 -1.23196 -4.38757
C -9.12820 0.24648 -4.66040
C -8.05304 0.91532 -3.81436
O -6.93900 0.01778 -3.80237
C -7.33461 -1.25280 -4.32427
H -9.25179 -1.89771 -5.15271
H -9.28164 -1.52443 -3.42576
H -8.97513 0.47001 -5.71815
H -10.13301 0.56403 -4.38722
H -8.39750 1.07025 -2.78669
H -7.72378 1.87483 -4.21555
H -6.90365 -1.38106 -5.32339
H -6.93958 -2.03543 -3.67518

Results
E: -2134.70082 a.u.
E_HOMO: -10.89 eV
Molar mass: 552.77 Da
Charge: +1
HOMO-LUMO gap: 6.897 eV
LUMO: -3.99 eV

***

Record 3
A structure of composition C26H51MnN4O5SSbSi3. Source: OMol25; level of theory: ωB97M-V/def2-TZVPD.

Atoms and positions in Å:
Mn 0.46340 -0.27733 -0.09033
N -0.22304 -0.14898 2.15089
C 0.33250 0.73691 3.20104
C 1.75240 1.13241 2.83610
C 1.81521 2.14242 1.69103
C 3.04540 1.90944 0.83011
N 2.81464 0.71670 -0.01251
H -1.22724 -0.03502 2.06242
H -0.09503 -1.12241 2.41115
H 0.29535 0.24736 4.17660
H -0.29982 1.62373 3.26598
H 2.27837 0.22025 2.53305
H 2.28611 1.52190 3.70595
H 1.76717 3.16587 2.07180
H 0.93939 2.03454 1.03809
H 3.91194 1.72765 1.47097
H 3.27325 2.78540 0.22098
H 3.65922 0.15991 -0.07602
H 2.58428 1.02904 -0.95347
O 1.90620 0.78008 -3.60554
C 1.07615 0.43419 -2.79159
O 0.75864 1.08319 -1.70625
C 0.33182 -0.92375 -2.94178
O 0.17182 -1.45164 -4.02006
O -0.08115 -1.40613 -1.80123
C -1.38745 -3.55787 0.76023
O -1.42495 -2.22853 0.26742
H -1.97045 -4.23421 0.13134
H -1.82759 -3.55783 1.75799
H -0.36342 -3.93900 0.82605
H -1.18556 -2.23274 -0.68097
S 5.20157 -5.14133 0.67563
C 3.83838 -3.99701 0.54587
C 3.30753 -3.38287 1.67318
C 2.27507 -2.47867 1.50756
N 1.74743 -2.17618 0.31975
C 2.23686 -2.79247 -0.75776
C 3.28212 -3.70563 -0.68581
C 6.51028 -3.93832 0.84310
C 6.94359 -3.53025 2.09536
C 7.95658 -2.58512 2.16803
N 8.54267 -2.04683 1.10032
C 8.12424 -2.45783 -0.09532
C 7.11954 -3.39812 -0.27878
H 3.69707 -3.59523 2.65924
H 1.86119 -1.97256 2.37119
H 1.76279 -2.55094 -1.69746
H 3.65291 -4.17112 -1.58836
H 6.50854 -3.94410 2.99507
H 8.31410 -2.24637 3.13380
H 8.61463 -2.01448 -0.95421
H 6.81736 -3.69846 -1.27290
C -0.75705 4.20851 -1.10562
Si -2.15777 3.48012 -0.11944
C -1.81734 3.69096 1.70993
C -3.72382 4.42321 -0.48190
Sb -2.13900 0.97902 -0.59437
Si -2.97096 0.96003 -3.01818
C -3.21427 -0.82197 -3.47362
C -1.74946 1.79135 -4.14035
C -4.60247 1.85523 -3.14407
Si -4.25136 0.26736 0.64285
C -3.75570 -0.13535 2.40997
C -5.62708 1.52942 0.77541
C -4.94156 -1.28821 -0.12103
H -0.44043 5.16170 -0.67141
H -1.07172 4.39577 -2.13548
H 0.09663 3.52785 -1.15116
H -1.91986 4.74559 1.98371
H -0.80457 3.37397 1.96460
H -2.52158 3.11636 2.31868
H -3.55802 5.46636 -0.19223
H -4.57496 4.04478 0.08428
H -3.98894 4.40683 -1.53873
H -2.27990 -1.37781 -3.37107
H -3.53099 -0.88811 -4.51929
H -3.97855 -1.29011 -2.85136
H -0.96193 1.11073 -4.46152
H -1.27660 2.65748 -3.67420
H -2.28875 2.12962 -5.03057
H -5.30920 1.55959 -2.36704
H -5.04824 1.61756 -4.11572
H -4.46995 2.93666 -3.09497
H -3.21936 0.68920 2.89074
H -3.13671 -1.03554 2.45992
H -4.66025 -0.32025 2.99794
H -5.34161 2.35064 1.43745
H -6.50575 1.04103 1.20976
H -5.91655 1.95734 -0.18520
H -4.14634 -1.96997 -0.42778
H -5.55422 -1.06019 -0.99652
H -5.57579 -1.79841 0.61067

Results
E: -4274.64979 a.u.
E_HOMO (spin up / spin down): -7.37 / -7.87 eV
Molar mass: 792.74 Da
Charge: 0
HOMO-LUMO gap (spin up / spin down): 6.971 / 7.440 eV
LUMO (spin up / spin down): -0.40 / -0.43 eV
Relative energy (zero: lowest compared OMol25 entry of this formula, charge and spin): 0.1 kcal per mole
Multiplicity: 6
<S²>: 8.754

***

Record 4
A cluster of 2 separate species, C26H51N2O3 in total at a distorted geometry. Source: OMol25; level of theory: ωB97M-V/def2-TZVPD.

Atoms and positions in Å:
C -4.63841 1.01314 1.40863
C -4.49201 -0.42959 0.87775
C -3.71237 -0.51479 -0.45206
C -2.26455 -0.88724 -0.11734
O -1.37389 -0.63218 -1.18853
C -0.18696 0.08689 -0.83732
C 0.57155 0.16693 -2.17691
C 1.94546 0.84800 -2.09032
C 2.28061 1.76333 -3.27768
C 1.50722 3.09895 -3.15119
C 3.76482 2.11982 -3.14692
C 4.71278 0.94065 -3.45466
C 5.29467 0.34623 -2.19121
C 6.01201 -0.75583 -2.14326
C 7.07460 -0.93737 -1.10666
C 5.80249 -1.91237 -3.09598
C 0.71740 -0.69261 0.14889
C 1.41707 0.08060 1.30164
C 0.95221 -0.51563 2.65972
C 2.93603 -0.24571 1.23468
N 1.31041 1.54490 1.24573
O 1.89814 2.14976 2.20554
C -0.01359 2.08443 0.90438
C -1.01033 1.97693 2.06291
C 0.17374 3.61514 0.70075
C -0.55162 1.54050 -0.43627
H -5.67294 1.33880 1.42850
H -4.11482 1.68689 0.73247
H -4.18576 1.12422 2.38695
H -3.93110 -0.98831 1.62208
H -5.45985 -0.91999 0.80482
H -4.14315 -1.35170 -0.99042
H -3.76194 0.41043 -1.01680
H -2.27430 -1.96886 0.04571
H -1.96804 -0.44580 0.83311
H -0.05606 0.77391 -2.82990
H 0.63947 -0.82749 -2.60313
H 2.69763 0.05737 -2.09182
H 2.10742 1.42095 -1.17893
H 2.06040 1.30888 -4.24167
H 2.11410 3.90038 -3.55644
H 1.40569 3.33733 -2.09798
H 0.52939 3.06241 -3.62130
H 4.00481 2.99197 -3.74833
H 3.95572 2.43010 -2.11990
H 5.55996 1.24498 -4.05948
H 4.12379 0.18558 -3.97863
H 5.06127 0.85655 -1.26437
H 8.05461 -0.78521 -1.55370
H 7.04524 -1.94971 -0.69969
H 6.94801 -0.25760 -0.26683
H 4.74417 -2.01012 -3.31142
H 6.11756 -2.82189 -2.59862
H 6.39805 -1.76363 -3.99675
H 1.49439 -1.14587 -0.45331
H 0.20595 -1.53396 0.60147
H 1.15057 0.17181 3.47582
H -0.09293 -0.79830 2.59816
H 1.56378 -1.39578 2.83052
H 3.47986 0.47601 0.63500
H 3.10031 -1.26657 0.91217
H 3.33107 -0.17758 2.24490
H -0.50588 2.41646 2.92143
H -1.24497 0.95560 2.34389
H -1.88401 2.58532 1.86755
H -0.06127 4.18196 1.59287
H -0.50078 3.94822 -0.08504
H 1.17629 3.81625 0.34067
H -0.16577 2.19601 -1.20256
H -1.62133 1.71943 -0.42898
C -4.97881 -3.37893 3.32571
O -4.42586 -2.38600 3.75873
N -6.31066 -3.50698 3.16905
C -6.91475 -4.71619 2.64576
C -7.16346 -2.38981 3.53928
H -4.41685 -4.27773 3.01633
H -7.46933 -4.48921 1.73285
H -7.60142 -5.13737 3.38299
H -6.14737 -5.45295 2.41783
H -6.89371 -1.50931 2.95441
H -7.02549 -2.15351 4.59484
H -8.20436 -2.64435 3.35582

Results
E: -1356.36350 a.u.
E_HOMO (spin up / spin down): -8.23 / -8.29 eV
Molar mass: 439.71 Da
Charge: 0
HOMO-LUMO gap (spin up / spin down): 8.868 / 8.722 eV
LUMO (spin up / spin down): 0.64 / 0.43 eV
Relative energy (zero: lowest compared OMol25 entry of this formula, charge and spin): 11.8 kcal per mole
Multiplicity: 2
<S²>: 0.754

***

Record 5
A cluster of 7 separate species, C26H51NO6 in total at a distorted geometry. Source: OMol25; level of theory: ωB97M-V/def2-TZVPD.

Atoms and positions in Å:
C -3.28713 0.85632 3.12532
C -2.44181 1.89031 2.51759
N -1.71819 2.63607 2.03425
H -3.43612 0.13990 2.31747
H -4.21593 1.29680 3.48784
H -2.76697 0.28461 3.89388
C 1.24037 3.44273 3.75566
C 1.86331 4.00154 5.02279
C 3.31757 3.96885 4.56797
O 3.57011 3.00979 3.49501
C 2.36366 3.01816 2.73516
H 0.61800 4.17940 3.24764
H 0.58782 2.65792 4.13819
H 1.79990 3.42140 5.94340
H 1.64266 5.05147 5.21531
H 3.99926 3.86323 5.41190
H 3.44076 4.94456 4.09793
H 2.13657 2.09658 2.19926
H 2.54557 3.89077 2.10781
C 0.63146 -0.89685 -1.34781
C -0.13164 -1.48640 -0.06547
C -0.13774 -0.36690 0.94867
O 0.68652 0.59140 0.34774
C 1.53539 0.12472 -0.70107
H -0.07474 -0.42052 -2.02789
H 1.14398 -1.62624 -1.97501
H 0.34422 -2.41742 0.24252
H -1.17121 -1.79414 -0.17816
H 0.21566 -0.65588 1.93847
H -1.13658 0.01107 1.16673
H 2.40028 -0.37257 -0.26202
H 1.87615 0.96491 -1.30609
C -2.32151 2.43504 -1.55910
C -0.99230 3.17508 -1.81501
C -1.31107 4.36811 -2.64769
O -2.79651 4.54996 -2.51599
C -3.32968 3.26856 -2.40485
H -2.64650 2.49186 -0.52022
H -2.32243 1.39645 -1.88993
H -0.25753 2.58445 -2.36217
H -0.58451 3.47597 -0.84999
H -1.05002 4.25943 -3.70038
H -0.80699 5.29120 -2.36149
H -3.49107 2.91001 -3.42145
H -4.38036 3.31806 -2.11900
C 5.70208 2.70299 -2.48804
C 5.09621 2.42345 -1.15348
C 6.23587 2.43651 -0.17459
O 7.40345 2.49318 -1.02075
C 7.13522 2.06197 -2.35473
H 5.79256 3.73196 -2.83606
H 5.12423 2.31512 -3.32695
H 4.68447 1.41441 -1.13310
H 4.22696 3.02227 -0.88158
H 6.35217 1.47535 0.32614
H 6.27001 3.25885 0.54005
H 7.03015 0.98709 -2.50200
H 7.83033 2.40166 -3.12255
C -3.89024 -5.53930 1.30565
C -2.58831 -4.81443 1.67761
C -2.95348 -3.93188 2.89019
O -4.13503 -4.61028 3.32809
C -4.92514 -5.06547 2.28295
H -3.94142 -6.62422 1.39747
H -4.34462 -5.46191 0.31790
H -2.32459 -4.21055 0.80935
H -1.69556 -5.37351 1.95784
H -3.16076 -2.90136 2.60180
H -2.20964 -3.87906 3.68518
H -5.61748 -4.35275 1.83483
H -5.56613 -5.85055 2.68407
C -2.14686 -4.12554 -4.35790
C -1.91580 -5.45541 -3.71435
C -1.82269 -5.18247 -2.22862
O -1.05058 -3.90737 -2.24564
C -1.22429 -3.15522 -3.56134
H -3.15676 -3.74963 -4.19390
H -1.85162 -4.22367 -5.40256
H -0.93866 -5.78639 -4.06612
H -2.66565 -6.24275 -3.79127
H -1.30769 -5.89569 -1.58504
H -2.79567 -4.90257 -1.82485
H -0.26341 -3.19941 -4.07404
H -1.54228 -2.11317 -3.52739

Results
E: -1527.20637 a.u.
E_HOMO (spin up / spin down): 0.56 / -6.97 eV
Molar mass: 473.69 Da
Charge: -1
HOMO-LUMO gap (spin up / spin down): 1.843 / 9.321 eV
LUMO (spin up / spin down): 2.40 / 2.35 eV
Multiplicity: 2
<S²>: 0.750

***

> What is the formula in the fifth record?

C26H51NO6